Entry 1:
Computed, not measured: a single C4H10N4 molecule, with wB97M-V/def2-TZVPD.

Each line ends with the Löwdin charge.
Element x y z (Å)
N 1.79 -0.04 -0.47  0.081
N -0.48 1.93 -0.47  -0.075
N 0.92 -2.16 -0.99  0.116
N -0.11 1.34 0.69  -0.129
C 0.19 -0.97 1.06  -0.154
C -0.85 0.14 1.06  -0.201
C -0.86 1.34 -1.56  -0.040
C 0.87 -1.06 -0.26  -0.522
H -1.14 0.24 -1.59  0.076
H 0.24 -2.72 -0.57  -0.017
H -0.42 -1.92 1.20  0.129
H -1.70 -0.16 0.33  0.139
H 0.66 -0.89 2.01  0.107
H -1.22 0.22 2.04  0.095
H 1.24 0.92 -0.14  0.108
H 2.01 -0.08 -1.44  0.065
H -0.07 1.93 1.53  0.151
H -1.07 1.95 -2.44  0.069

Its SMILES is [H]/N=C(/N)CCNN=C. The orbital gap comes out at 9.561 eV. The HOMO energy comes out at -8.89 eV.



Entry 2:
Computed, not measured: 2 unconnected molecules or ions with the total composition C4H10N2O, with wB97M-V/def2-TZVPD.

Each line ends with the Löwdin charge.
Element x y z (Å)
O 0.93 0.02 1.43  0.028
N -1.00 1.78 0.44  -0.034
N -0.44 2.33 1.54  -0.063
C 0.94 -0.29 -1.13  -0.109
C 0.37 -0.28 0.24  -0.396
C -0.47 -1.46 0.04  -0.157
C -0.27 -1.32 -1.48  -0.139
H 1.41 0.79 1.17  0.080
H 0.46 2.73 1.45  0.072
H -1.13 -0.90 -1.90  0.071
H -1.47 -1.58 0.29  0.073
H 1.93 -0.72 -1.40  0.116
H 0.10 -2.20 -2.11  0.123
H -1.84 1.28 0.47  0.016
H 1.02 0.55 -1.74  0.069
H 0.14 -2.49 0.36  0.171
H -0.68 1.75 2.31  0.077

The orbital gap (alpha / beta) comes out at 7.483 / 8.244 eV. The HOMO energy (alpha / beta) comes out at -6.70 / -7.49 eV.



Entry 3:
Computed, not measured: a molecular structure, C5H9ClF2S, with wB97M-V/def2-TZVPD.

Each line ends with the Löwdin charge.
Element x y z (Å)
Cl 3.36 1.00 -0.50  -0.312
S 1.33 -0.74 0.30  0.882
F -1.53 -0.81 0.21  0.052
F -1.15 0.94 1.56  0.083
C 1.14 -1.91 -0.89  -0.229
C 1.14 -1.06 1.92  -0.221
C -1.13 0.50 0.28  -0.609
C -2.18 1.37 -0.52  0.025
C 0.20 0.54 -0.44  -0.216
H 0.64 1.47 -0.42  0.045
H -3.01 1.86 0.00  0.078
H -2.55 0.62 -1.32  0.122
H -1.71 2.30 -0.96  0.097
H 0.08 0.24 -1.42  0.074
H 0.99 -1.63 -1.96  0.060
H 1.62 -2.94 -0.77  0.065
H 0.79 -0.31 2.55  0.015
H 1.96 -1.44 2.39  -0.011

The orbital gap (alpha / beta) comes out at 6.930 / 6.962 eV. The HOMO energy (alpha / beta) comes out at -8.69 / -8.59 eV.



Entry 4:
Computed, not measured: 11 unconnected molecules or ions with the total composition C25H72O11, with wB97M-V/def2-TZVPD.

Each line ends with the Löwdin charge.
Element x y z (Å)
O 0.26 -0.46 3.03  -0.084
O -3.62 -1.51 -0.99  -0.069
O -6.59 1.43 2.70  -0.076
O -1.63 1.36 3.93  -0.078
O 2.87 -0.70 2.27  -0.091
O -0.56 -5.09 -3.22  -0.072
O 3.42 2.29 -3.17  -0.108
O -1.35 -0.60 -1.86  -0.085
O 4.06 -3.56 1.68  -0.082
O -1.36 1.40 -3.66  -0.080
O 2.87 5.07 -0.04  -0.026
C -1.42 2.68 3.51  -0.321
C 1.21 3.95 1.03  -0.076
C -3.79 -2.53 -0.04  -0.304
C 3.15 -3.02 -0.38  -0.084
C -1.28 1.54 -5.98  -0.079
C -1.42 -2.08 2.62  -0.062
C -0.02 3.15 3.84  -0.076
C 3.57 1.42 3.03  -0.068
C -0.29 -0.56 -0.89  -0.394
C -0.55 -4.07 -2.23  -0.301
C 3.30 0.52 1.81  -0.316
C -0.24 -1.70 3.47  -0.468
C 4.35 -3.69 0.34  -0.320
C 4.25 1.51 -4.03  -0.287
C -6.14 1.12 1.43  -0.333
C -0.62 0.67 0.00  -0.030
C -0.47 1.29 -4.68  -0.364
C -5.20 -2.83 0.37  -0.056
C -4.61 1.25 1.41  -0.074
C 1.92 4.12 -0.25  -0.544
C 0.86 -2.73 3.33  -0.035
C -0.52 -4.65 -0.78  -0.067
C 0.95 4.64 -1.33  -0.042
C 1.10 -0.40 -1.55  -0.026
C 3.51 0.16 -4.15  -0.075
H -6.43 2.35 2.92  0.085
H 1.93 -0.65 2.45  0.030
H 0.36 -3.61 3.73  0.086
H -2.17 -0.86 -1.44  0.025
H 4.25 0.44 1.28  0.113
H 0.65 2.52 3.26  0.050
H 3.90 3.06 -2.85  0.076
H -1.60 2.67 2.44  0.107
H 0.36 3.84 -1.78  0.070
H 0.31 5.42 -0.93  0.080
H -0.37 -1.43 -0.24  0.107
H 2.62 0.88 1.05  0.090
H -1.42 1.33 4.86  0.102
H -1.21 -2.14 1.55  0.051
H -2.03 0.76 -6.11  0.067
H -5.69 -3.33 -0.46  0.080
H -0.34 -3.90 -0.01  0.046
H -3.34 -3.48 -0.35  0.108
H 3.89 -2.63 1.88  0.050
H 0.37 1.96 -4.48  0.101
H 1.69 -2.56 4.02  0.093
H 0.10 4.16 3.46  0.073
H 2.42 5.83 0.33  0.093
H -0.49 1.61 -0.55  0.074
H 1.91 3.55 1.76  0.069
H -1.85 -3.05 2.88  0.093
H -1.23 0.70 -3.02  0.022
H -0.30 -4.71 -4.06  0.080
H -4.23 1.18 0.39  0.068
H 0.90 4.94 1.37  0.091
H 4.41 1.17 3.69  0.074
H 5.28 -3.19 0.08  0.109
H 0.26 -5.41 -0.76  0.073
H -6.50 0.14 1.13  0.095
H 2.34 3.21 -0.68  0.133
H 3.45 -0.33 -3.18  0.058
H 4.43 2.05 -4.96  0.109
H 1.46 5.01 -2.22  0.078
H 0.08 0.68 0.83  0.055
H -3.16 -2.16 0.77  0.084
H 1.21 -2.96 2.32  0.078
H 3.25 -1.94 -0.32  0.050
H -6.65 1.81 0.75  0.109
H -2.12 3.36 3.98  0.114
H 2.70 1.49 3.69  0.056
H -5.77 -1.93 0.59  0.059
H -1.63 0.61 0.42  0.071
H -4.18 0.41 1.95  0.066
H -1.78 2.50 -6.01  0.069
H 0.10 3.13 4.92  0.089
H 2.49 0.21 -4.52  0.059
H 0.40 -3.53 -2.32  0.087
H 2.20 -3.31 0.06  0.062
H 3.19 -3.31 -1.43  0.070
H -4.28 2.18 1.87  0.069
H -1.45 -5.21 -0.62  0.063
H 1.34 -1.31 -2.11  0.063
H -0.71 1.39 -6.90  0.061
H 4.34 -4.75 0.09  0.112
H 3.80 2.45 2.75  0.062
H -0.53 0.06 3.19  0.040
H 1.16 0.38 -2.31  0.066
H -2.27 -1.41 2.71  0.074
H -1.30 -3.30 -2.36  0.093
H 1.90 -0.20 -0.83  0.064
H 5.18 1.30 -3.50  0.107
H -5.23 -3.52 1.22  0.086
H 4.18 -0.41 -4.80  0.072
H -0.65 -1.53 4.46  0.144
H 0.36 3.28 0.94  0.072
H -4.19 -1.66 -1.75  0.116
H -0.06 0.28 -4.75  0.103

Its SMILES is CC(C)O.CC(C)O.CC(C)O.CCO.CCO.CCO.CCO.CCO.CCO.CCO.CCO. The orbital gap comes out at 9.758 eV. The HOMO energy comes out at -9.34 eV.



Here are the calculated energy relative to the best compared isomer or geometry (same formula, charge and spin) numbers, same order: 313.5 664.3 394.6 190.8 (kJ/mol).
Here are the calculated strongest force on any atom numbers, same order: 4.194 4.793 3.691 2.957 (eV/Å).